{"formula": "C36H75BN2O20P4S2", "method": "ωB97M-V/def2-TZVPD", "elements": ["C", "N", "C", "B", "O", "C", "P", "C", "C", "O", "C", "O", "C", "C", "C", "C", "C", "S", "O", "O", "O", "S", "C", "O", "O", "C", "C", "C", "C", "N", "C", "C", "H", "H", "H", "H", "H", "H", "H", "H", "H", "H", "H", "H", "H", "H", "H", "H", "H", "H", "H", "H", "H", "H", "H", "H", "H", "H", "H", "H", "H", "H", "C", "C", "O", "P", "O", "O", "C", "C", "O", "C", "C", "H", "H", "H", "H", "H", "H", "H", "H", "H", "H", "H", "H", "H", "H", "H", "C", "C", "O", "P", "O", "O", "C", "C", "O", "C", "C", "H", "H", "H", "H", "H", "H", "H", "H", "H", "H", "H", "H", "H", "H", "H", "C", "C", "O", "P", "O", "O", "C", "C", "O", "C", "C", "H", "H", "H", "H", "H", "H", "H", "H", "H", "H", "H", "H", "H", "H", "H"], "coordinates": [[-1.0955, -1.3972, -2.9295], [-0.0220, -2.1309, -2.2081], [0.4844, -3.2913, -2.9558], [1.0198, -1.2535, -1.7533], [2.3293, -1.3298, -2.2292], [0.7819, -0.1453, -0.6124], [1.6169, 1.3936, -1.3509], [3.0456, 2.0059, -0.3565], [0.3819, 2.7250, -1.6499], [-0.6132, 0.2846, -0.4594], [-1.1634, -0.0489, 0.7163], [-2.1868, 0.3948, 1.1097], [-0.2216, -1.0609, 1.4264], [-0.7133, -2.4786, 1.0232], [-2.2388, -2.5988, 0.8703], [-2.7075, -4.0240, 1.1911], [-4.2333, -4.1337, 1.0425], [-5.1282, -3.3097, 2.3489], [-6.4748, -3.7883, 2.3730], [-5.0572, -1.8828, 2.2159], [-4.4251, -3.7545, 3.7035], [-0.2951, -1.0788, 3.2257], [-0.5474, 0.5615, 3.8808], [0.9420, -1.5794, 3.7747], [-1.3890, -1.8904, 3.7064], [1.1059, -0.5666, 0.8341], [2.3963, -1.2876, 1.1268], [3.4562, -0.6977, 1.7932], [4.6767, -1.3268, 2.0536], [4.8906, -2.5727, 1.6384], [3.8682, -3.1610, 1.0199], [2.6273, -2.6220, 0.7412], [-1.9282, -1.2555, -2.2325], [-0.7738, -0.4031, -3.2509], [-1.4937, -1.9699, -3.7644], [-0.3526, -3.7460, -3.4933], [1.2369, -3.0448, -3.7111], [0.8384, -4.0663, -2.2698], [2.7325, -2.1386, -1.8821], [3.9519, 1.5664, -0.7639], [3.0875, 3.0872, -0.5184], [2.9293, 1.8562, 0.7166], [0.0773, 3.2852, -0.7624], [-0.4624, 2.2971, -2.1869], [0.8626, 3.4222, -2.3394], [-0.2779, -2.7742, 0.0663], [-0.4079, -3.2323, 1.7540], [-2.6031, -2.3377, -0.1263], [-2.7063, -1.9650, 1.6221], [-2.2507, -4.7671, 0.5304], [-2.4678, -4.2976, 2.2219], [-4.5724, -5.1704, 1.0568], [-4.5796, -3.6590, 0.1229], [-4.1383, -2.9605, 4.1819], [-0.2298, 0.4739, 4.9205], [-1.6085, 0.7978, 3.8393], [0.0806, 1.3148, 3.4044], [1.2444, 0.4085, 1.3379], [3.3318, 0.3262, 2.1351], [5.4559, -0.7978, 2.5899], [4.0397, -4.1841, 0.6863], [1.8607, -3.1867, 0.2224], [-0.9041, -7.8525, -8.0897], [-0.8223, -6.6194, -7.2090], [-1.8978, -5.7109, -7.4637], [-3.3614, -6.0218, -6.8404], [-3.2208, -5.8534, -5.3727], [-4.1422, -4.6334, -7.2398], [-4.9152, -3.9212, -6.2731], [-4.1436, -2.7258, -5.7597], [-3.9177, -6.7621, -8.1700], [-5.3418, -6.9936, -8.3006], [-5.9395, -6.0215, -9.2967], [-1.7723, -8.4633, -7.8337], [-0.0107, -8.4676, -7.9742], [-1.0072, -7.5696, -9.1370], [-0.8087, -6.8956, -6.1505], [0.0978, -6.0753, -7.4200], [-5.2239, -4.5719, -5.4555], [-5.8259, -3.5837, -6.7753], [-3.1769, -3.0259, -5.3546], [-4.7050, -2.2056, -4.9817], [-3.9432, -2.0277, -6.5740], [-5.8401, -6.9278, -7.3312], [-5.4608, -8.0129, -8.6675], [-6.1102, -5.0473, -8.8433], [-6.9005, -6.3894, -9.6581], [-5.2682, -5.8714, -10.1416], [3.6933, -0.6136, 5.3118], [4.7127, -1.4818, 6.0225], [5.7887, -0.7068, 6.5691], [5.5569, 0.1005, 7.9523], [5.4181, -0.9290, 9.0103], [7.0861, 0.6321, 8.2335], [7.6945, 0.4799, 9.5167], [8.6654, -0.6815, 9.5099], [5.1676, 1.5010, 7.2275], [5.1553, 2.7150, 8.0146], [6.3727, 3.5579, 7.6943], [3.1683, 0.0307, 6.0219], [2.9605, -1.2312, 4.7954], [4.1782, 0.0374, 4.5836], [4.2390, -2.0721, 6.8116], [5.1627, -2.1779, 5.3145], [6.9443, 0.3626, 10.2981], [8.2343, 1.4079, 9.7260], [8.1755, -1.6021, 9.1939], [9.0953, -0.8342, 10.5012], [9.4740, -0.4900, 8.8027], [5.0965, 2.4899, 9.0816], [4.2514, 3.2584, 7.7386], [7.2537, 3.1928, 8.2179], [6.2120, 4.5922, 8.0016], [6.5949, 3.5273, 6.6280], [0.6019, 10.3577, -2.1323], [0.6742, 8.8853, -1.7720], [-0.5167, 8.4380, -1.1184], [-1.8367, 8.1251, -2.0071], [-1.5095, 6.9201, -2.8078], [-2.8113, 7.4803, -0.8547], [-3.5149, 6.2574, -1.0845], [-2.8171, 5.1071, -0.3935], [-2.4909, 9.5931, -1.7918], [-3.8854, 9.7943, -2.1262], [-4.7186, 9.8764, -0.8638], [-0.1517, 10.5391, -2.9015], [1.5632, 10.7092, -2.5096], [0.3233, 10.9523, -1.2625], [0.8656, 8.2749, -2.6595], [1.4925, 8.7162, -1.0725], [-3.6332, 6.0638, -2.1502], [-4.5181, 6.3823, -0.6680], [-1.7762, 5.0291, -0.7073], [-3.3193, 4.1622, -0.6071], [-2.8116, 5.2645, 0.6864], [-4.2465, 9.0072, -2.7914], [-3.9447, 10.7394, -2.6659], [-4.9273, 8.8863, -0.4641], [-5.6758, 10.3570, -1.0698], [-4.1930, 10.4334, -0.0888]], "forces_ev_per_angstrom": [[-0.7, 0.1, 1.2], [0.8, 0.2, -1.1], [-0.8, -0.2, -0.3], [0.0, 0.1, 0.2], [-0.2, -0.6, 1.1], [-0.8, 0.7, 0.0], [0.9, -0.4, -2.2], [-0.9, 0.4, 0.3], [0.2, 0.1, 1.0], [-0.3, -0.3, -0.2], [1.1, -0.4, 0.3], [-0.8, 0.3, 0.3], [-0.6, -0.4, -1.2], [-0.2, -0.6, -0.5], [0.1, -0.6, 0.9], [-0.5, 0.1, -0.2], [0.6, -0.3, 0.4], [-2.1, 1.1, -0.3], [0.2, -1.1, -0.1], [1.2, 0.1, 0.1], [0.3, -0.1, -0.3], [-0.1, -0.7, 2.5], [0.0, 0.1, -0.2], [0.9, 0.6, -1.0], [-0.9, 0.5, -0.9], [1.1, 1.2, 1.3], [0.4, -1.5, -0.4], [0.0, 1.2, 0.4], [-1.1, -0.3, -0.7], [0.0, 0.3, 0.2], [0.0, -1.1, -0.5], [-0.1, 1.2, 0.2], [0.0, 0.2, -0.2], [-0.1, -0.1, -0.3], [0.3, 0.0, -0.1], [0.0, 0.0, 0.1], [0.1, 0.0, 0.2], [0.3, 0.2, 0.0], [0.3, 0.0, -0.4], [0.0, -0.2, 0.3], [0.0, -0.1, -0.1], [0.3, 0.0, 0.0], [-0.3, -0.1, -0.1], [-0.1, 0.0, 0.2], [0.1, -0.1, 0.1], [0.2, 0.2, 0.1], [0.2, 0.3, 0.1], [0.2, 0.3, 0.0], [-0.1, 0.2, -0.4], [0.0, 0.1, 0.0], [0.3, 0.1, -0.1], [0.0, 0.1, 0.0], [-0.2, 0.0, 0.1], [0.2, 0.0, -0.1], [0.0, -0.2, -0.1], [0.1, 0.1, -0.2], [-0.1, -0.1, -0.2], [0.0, -0.1, 0.0], [0.1, -0.1, 0.1], [0.1, -0.2, -0.1], [0.1, 0.1, 0.1], [0.2, -0.2, 0.1], [-0.2, -0.1, 0.0], [0.2, -0.2, 0.0], [-0.5, -0.7, 0.1], [1.4, 6.0, -2.2], [-0.8, -3.1, 0.0], [-0.3, -0.7, 0.0], [0.1, 0.3, 0.1], [0.1, 0.2, 0.0], [-0.1, -1.7, 2.0], [-0.2, -0.1, -0.3], [-0.1, 0.3, 0.1], [0.0, 0.0, 0.0], [0.0, 0.0, 0.0], [0.1, 0.0, 0.0], [0.0, 0.1, 0.0], [-0.1, 0.1, 0.0], [0.1, 0.0, 0.0], [0.1, -0.1, -0.1], [-0.1, -0.1, 0.1], [0.0, 0.0, 0.0], [-0.1, 0.0, 0.0], [0.0, 0.0, 0.0], [0.1, 0.0, 0.1], [0.1, 0.0, 0.0], [0.1, -0.1, 0.0], [0.0, -0.2, 0.0], [0.0, 0.1, 0.2], [-0.2, -0.1, -0.2], [-0.7, 0.5, 0.4], [6.0, -1.1, -2.2], [-2.9, 1.3, 0.4], [-0.6, 0.4, 0.2], [0.3, -0.2, 0.1], [0.1, -0.1, -0.1], [-2.0, -0.8, 1.5], [0.0, 0.4, -0.1], [0.3, -0.1, 0.2], [0.0, 0.0, 0.0], [0.0, 0.0, 0.0], [0.1, 0.0, 0.0], [0.1, 0.0, 0.0], [0.1, 0.0, 0.1], [-0.1, -0.1, -0.1], [0.0, 0.0, -0.1], [-0.1, 0.0, 0.1], [0.0, 0.0, 0.0], [0.0, 0.0, 0.0], [0.0, 0.0, 0.0], [-0.1, -0.2, 0.0], [0.0, -0.1, 0.0], [-0.1, 0.0, -0.1], [-0.1, 0.1, 0.0], [-0.1, 0.0, -0.1], [0.3, 0.1, -0.1], [-0.4, 0.4, -0.7], [0.4, -2.3, 6.1], [-0.5, 2.0, -2.5], [-0.2, 0.4, -0.6], [0.1, -0.3, 0.2], [0.1, 0.0, 0.2], [0.4, -0.4, -2.5], [-0.3, 0.3, 0.1], [-0.1, -0.3, 0.1], [0.0, 0.0, 0.0], [0.0, 0.0, 0.0], [0.1, 0.0, 0.0], [0.0, 0.0, 0.0], [-0.1, -0.1, 0.1], [0.2, 0.0, 0.0], [0.0, 0.1, 0.0], [0.0, 0.0, -0.2], [0.0, 0.0, 0.0], [-0.1, 0.0, 0.0], [0.0, 0.0, 0.0], [0.2, -0.1, -0.1], [0.1, 0.0, 0.0], [0.1, 0.1, 0.0], [0.0, 0.1, -0.1]], "mulliken_charge": [-0.76, 0.27, -1.37, 0.21, -0.48, 0.55, 0.00, -1.00, -1.17, -0.10, -1.15, -0.57, 2.20, -1.59, -0.71, -0.63, -0.96, 1.24, -0.66, -0.59, -0.48, 1.77, -1.22, -0.70, -0.71, -1.33, 0.90, -0.31, -0.93, -0.67, -0.71, -0.48, 0.19, 0.26, 0.22, 0.52, 0.35, 0.30, 0.35, 0.27, 0.44, 0.23, 0.28, 0.31, 0.54, 0.31, 0.72, 0.24, 0.46, 0.34, 0.43, 0.44, 0.40, 0.37, 0.51, 0.37, 0.32, 1.02, 0.47, 0.51, 0.40, 0.51, -1.01, -0.32, -0.34, 1.14, -0.75, -0.36, -0.35, -0.95, -0.34, -0.28, -0.98, 0.26, 0.40, 0.25, 0.28, 0.33, 0.39, 0.34, 0.03, 0.41, 0.31, 0.29, 0.38, 0.16, 0.38, 0.29, -0.53, -0.61, -0.29, 1.07, -0.76, -0.37, -0.27, -1.22, -0.28, -0.30, -0.99, 0.44, 0.25, 0.08, 0.32, 0.36, 0.39, 0.32, 0.29, 0.38, 0.30, 0.30, 0.37, 0.16, 0.39, 0.29, -0.99, -0.31, -0.34, 1.13, -0.75, -0.36, -0.37, -0.96, -0.34, -0.28, -0.98, 0.25, 0.41, 0.25, 0.29, 0.32, 0.39, 0.34, 0.11, 0.40, 0.30, 0.29, 0.38, 0.16, 0.38, 0.29], "smiles": "CN(C)B(O)[C@@]1(P(C)C)OC(=O)[C@](CCCCS(=O)(=O)O)(S(C)(=O)=O)[C@H]1c1ccncc1.CCOP(=O)(OCC)OCC.CCOP(=O)(OCC)OCC.CCOP(=O)(OCC)OCC", "e_lumo_ev": 0.20, "gap_ev": 8.0, "spin_multiplicity": 1}